{"formula": "C7H10N2O", "method": "ωB97M-V/def2-TZVPD", "elements": ["C", "C", "C", "C", "C", "O", "C", "C", "N", "N", "H", "H", "H", "H", "H", "H", "H", "H", "H", "H"], "positions_angstrom": [[0.667, -1.966, -1.890], [1.136, -1.083, -0.827], [2.028, -0.504, -0.087], [0.591, -0.126, 0.209], [-0.108, -0.590, 1.425], [0.020, -1.662, 1.967], [-1.030, 0.539, 1.858], [-0.540, 1.726, 1.018], [0.089, 1.179, -0.191], [-0.773, 1.042, -1.312], [0.018, -2.734, -1.468], [1.508, -2.439, -2.392], [0.088, -1.384, -2.607], [3.022, -0.299, 0.216], [-2.060, 0.260, 1.623], [-0.966, 0.713, 2.930], [-1.335, 2.425, 0.751], [0.235, 2.275, 1.561], [-0.899, 1.959, -1.730], [-1.690, 0.669, -1.056]], "nbo_charge": [-0.6630, 0.1141, -0.1480, -0.0989, 0.5737, -0.5396, -0.5419, -0.2364, -0.2853, -0.6704, 0.2373, 0.2284, 0.2486, 0.2326, 0.2283, 0.2401, 0.2035, 0.2002, 0.3567, 0.3199], "total_energy_ev": -12445.619, "smiles": "CC1=C[C@]12C(=O)CCN2N", "homo_ha": -0.3157, "orbital_gap_ev": 9.506, "total_charge": 0}